31
Properties=species:S:1:pos:R:3:forces:R:3:lowdin_charge:R:1 method="wB97M-V/def2-TZVPD" relative_energy_ev=5.643 orbital_gap_ev=1.53 spin_multiplicity=1 total_charge=+1 energy_ev=-106032.4966
Al 3.50051 -1.86431 1.05057 -0.068 0.069 0.036 0.996
C 2.54209 5.10240 1.58789 0.408 0.923 0.494 -0.459
F 3.35732 5.07208 0.45332 -2.107 -0.120 2.717 0.102
F 3.17512 4.50234 2.65019 -0.598 1.208 -1.887 0.086
F 2.23691 6.41664 1.89515 0.745 -2.781 -0.680 0.110
S 0.83642 4.08415 1.34678 0.323 1.418 -2.196 0.763
O -0.32688 4.98434 1.37683 2.456 -1.901 0.582 -0.257
O 1.07320 3.42335 0.07703 -0.114 -0.231 1.403 -0.269
N 1.03021 2.85046 2.62021 0.848 1.659 -3.431 -0.230
S -0.16795 2.92682 3.52781 -4.771 -1.458 2.996 0.595
O -1.52177 3.15642 2.90707 2.696 -0.376 0.886 -0.163
O -0.23795 1.79938 4.46543 0.522 0.956 -1.056 -0.200
C 0.12743 4.37850 4.61389 -0.589 3.795 1.191 -0.568
F 1.40309 4.55889 5.05777 -1.551 -1.323 -0.223 0.129
F -0.10350 5.49825 3.85900 0.068 -1.126 0.703 0.086
F -0.77080 4.44217 5.65426 1.704 -0.772 -1.556 0.131
C -2.64141 -2.13743 -3.01982 0.051 -0.932 -1.689 -0.571
F -2.51130 -0.93042 -2.52042 -0.389 -0.739 -0.050 0.190
F -3.91794 -2.43253 -3.38804 2.211 0.621 0.909 0.157
F -1.81343 -2.26871 -4.09424 -1.014 0.216 1.104 0.112
S -2.04634 -3.46366 -1.70153 -3.471 0.734 4.100 0.786
O -1.92123 -2.75027 -0.41390 0.688 -0.843 -2.471 -0.283
O -3.05259 -4.56628 -1.66320 3.079 2.413 -0.963 -0.266
N -0.32812 -3.88295 -2.11651 -2.933 0.525 0.229 -0.104
S -0.68819 -5.23207 -2.86123 1.916 -2.666 -2.222 0.560
O -0.93974 -6.34350 -1.99710 0.446 -0.010 0.562 -0.149
O -1.57797 -5.12152 -3.97938 -0.237 0.728 -0.227 -0.163
C 1.03500 -5.54801 -3.71040 -0.886 3.724 0.124 -0.738
F 1.25809 -4.76905 -4.75070 -0.918 0.573 -0.809 0.181
F 1.92592 -5.15085 -2.83994 1.123 -0.851 1.579 0.159
F 1.06578 -6.73448 -4.08668 0.362 -3.433 -0.155 0.275

25
Properties=species:S:1:pos:R:3:forces:R:3:lowdin_charge:R:1 method="wB97M-V/def2-TZVPD" relative_energy_ev=0.000 orbital_gap_ev=6.20 spin_multiplicity=1 total_charge=-3 energy_ev=-78774.6680
O 1.42216 -1.93017 2.91458 -1.299 0.621 0.084 -0.410
V 0.03449 -1.13460 2.97997 0.687 -0.707 -0.277 0.735
O 0.46859 0.29611 3.53440 -0.611 -1.309 0.287 -0.397
N -1.82051 -2.10719 0.56603 -1.680 -0.322 -0.508 -0.558
O -2.85744 -2.46298 1.13221 0.623 0.140 -0.074 -0.012
O -0.69181 -2.31661 1.14936 0.476 1.029 0.551 -0.172
O -1.86625 -1.62962 -0.58122 0.826 -0.208 0.581 -0.016
N -3.52776 0.32472 2.68523 -0.857 -0.358 0.618 -0.616
O -2.34308 0.39787 3.12280 -0.082 -0.217 -0.492 -0.131
O -3.90822 1.03323 1.73771 0.386 0.100 0.058 -0.075
O -4.35867 -0.42845 3.25630 0.528 0.360 -0.135 -0.104
Cl -1.29289 -2.79779 4.48523 0.991 1.105 -0.501 -0.265
O -1.70712 1.44724 -1.10379 0.057 0.803 0.077 0.185
C -0.52544 1.40236 -1.17577 0.212 -1.456 0.294 -0.358
O 0.22626 1.69266 -2.24417 -0.305 0.545 -0.832 0.231
B 1.50534 1.06889 -2.14284 0.292 -0.633 0.131 -0.907
O 1.56667 0.42433 -0.82408 0.427 0.337 -0.285 0.255
C 0.45450 0.68944 -0.18320 -1.229 -0.416 1.084 -0.344
O 0.18142 0.36526 0.94080 0.125 0.050 -0.474 0.108
O 1.79946 0.04505 -3.19370 0.161 -0.025 -0.267 0.235
C 2.99368 0.26226 -3.69873 -0.017 -0.337 -0.024 -0.411
O 3.59135 -0.42529 -4.48412 -0.044 -0.127 -0.174 0.108
C 3.51676 1.58892 -3.12124 0.527 0.367 -0.689 -0.422
O 2.59933 2.03157 -2.32821 -0.028 1.020 0.880 0.244
O 4.53917 2.16278 -3.42353 -0.165 -0.361 0.087 0.096

14
Properties=species:S:1:pos:R:3:forces:R:3:lowdin_charge:R:1 method="wB97M-V/def2-TZVPD" relative_energy_ev=0.564 orbital_gap_ev=2.98 spin_multiplicity=1 total_charge=+2 energy_ev=-25877.9960
Tl 1.01587 -5.64085 0.13515 0.075 -0.229 0.028 1.106
O 0.93596 -2.73856 0.90935 0.086 -0.588 0.272 0.116
C 0.51622 -1.65153 0.78043 0.200 0.270 -0.762 -0.299
O 0.68297 -0.78463 -0.16909 0.301 0.216 -0.756 0.320
B -0.05034 0.47282 0.03044 -0.028 -0.394 1.301 -0.773
O -0.69150 0.27912 1.33905 0.187 1.105 -0.849 0.326
C -0.53330 -0.91780 1.79048 -1.409 0.395 1.184 -0.291
O -1.09452 -1.43616 2.68126 0.522 -0.770 0.133 0.363
O -1.06608 0.74119 -1.00204 0.940 0.775 -0.351 0.351
C -0.75085 1.79725 -1.72257 -3.193 -2.659 -0.923 -0.229
O -1.21215 2.19919 -2.70730 0.514 0.837 -0.201 0.442
C 0.48497 2.49095 -0.92692 3.130 0.501 3.086 -0.240
O 0.83992 1.65546 0.02034 -0.941 -0.493 -0.987 0.353
O 0.92284 3.53355 -1.15856 -0.383 1.034 -1.176 0.452

13
Properties=species:S:1:pos:R:3:forces:R:3:lowdin_charge:R:1 method="wB97M-V/def2-TZVPD" relative_energy_ev=0.000 orbital_gap_ev="5.77 / 5.80" spin_multiplicity=1 total_charge=0 energy_ev=-168911.9926
C -0.45810 0.97384 0.85144 -1.132 0.308 0.469 0.178
C 1.67136 -0.68230 -1.57399 0.563 0.271 1.993 -0.462
C 1.82673 0.26736 0.68480 2.099 0.882 0.228 -0.831
C -1.79204 0.35328 1.24175 -0.549 1.760 -0.918 -0.649
N 0.67602 0.63884 1.04978 -0.806 -0.681 -0.813 0.087
N 2.04736 -0.49423 -0.42424 -0.516 -0.591 -0.608 -0.089
F -2.78990 1.14248 0.77879 0.332 -0.024 -0.258 0.119
F -1.80280 -0.75468 0.53276 -0.242 -1.186 -0.084 0.180
F -2.10932 0.16450 2.49575 0.771 -0.609 0.904 0.198
F 0.84027 -0.53861 -3.82807 0.106 -0.377 -0.380 -0.431
S 1.49674 -1.65423 -2.84832 -0.266 0.522 0.112 1.049
Br 3.23930 1.31259 1.45467 -0.207 -0.912 -0.314 0.753
Br 2.74207 -2.76951 0.68458 -0.154 0.638 -0.330 -0.103

36
Properties=species:S:1:pos:R:3:forces:R:3:lowdin_charge:R:1 method="wB97M-V/def2-TZVPD" relative_energy_ev=1.200 orbital_gap_ev=4.20 spin_multiplicity=1 total_charge=0 energy_ev=-169970.6882
K 3.34973 -3.55046 -0.38085 -0.729 0.052 0.611 0.926
K -1.81110 1.92223 -0.92857 0.399 0.146 0.451 0.915
K -0.54341 -1.52325 -3.05293 0.061 0.468 0.385 0.890
K 4.26683 0.01224 -2.72181 -0.620 0.579 0.156 0.942
C -0.73480 -4.23138 -0.11151 0.582 -2.771 2.351 -0.642
F -0.78207 -5.04818 -1.17585 0.123 0.462 -0.431 0.107
F 0.47569 -3.57457 -0.16670 -0.411 0.320 -0.694 -0.010
F -1.72684 -3.39771 -0.15152 -0.361 1.227 -0.760 0.162
S -0.82176 -5.23771 1.55507 -1.116 -1.015 4.166 0.496
O -1.39538 -4.26279 2.50609 1.063 -0.271 -2.105 -0.343
O -1.68952 -6.41346 1.45261 0.691 1.280 -1.676 -0.333
O 0.55671 -5.62518 1.88200 -0.065 0.960 -1.494 -0.373
C -1.71101 2.13130 3.01869 -0.722 0.183 1.047 -0.514
F -0.83642 2.56949 2.01636 -0.767 -0.884 1.429 0.028
F -2.67955 1.42078 2.38322 0.954 -0.178 -0.253 0.058
F -1.08555 1.27904 3.92204 -0.821 1.686 -1.869 0.072
S -2.68874 3.53107 3.94378 -1.662 1.942 2.973 0.462
O -2.90203 4.63476 3.03513 0.018 -0.873 -1.917 -0.356
O -3.93358 2.87997 4.40658 1.996 -0.168 -1.330 -0.349
O -1.87024 4.02775 5.03862 0.735 -1.541 -0.315 -0.351
C 1.06571 3.56294 -4.31601 0.931 -0.661 0.931 -0.500
F 1.98092 4.05386 -3.35072 -2.079 -1.085 -1.745 0.064
F -0.16008 4.08406 -4.11159 1.382 -0.194 -0.123 0.121
F 1.54434 3.92327 -5.51803 -0.623 -0.347 1.106 0.131
S 0.85312 1.56285 -4.23177 -2.243 0.737 -0.124 0.511
O 0.22281 1.19100 -5.47952 0.560 0.428 -0.038 -0.308
O 2.18668 1.01190 -4.06660 0.492 0.020 0.703 -0.441
O -0.11665 1.29793 -3.12350 1.578 0.525 -0.467 -0.489
C 1.34148 -0.61556 1.87940 -3.170 -0.579 -2.304 -0.682
F 0.43759 0.06708 2.56095 0.740 -0.704 -0.373 0.175
F 2.50524 -0.49584 2.34738 2.723 0.239 1.538 0.227
F 1.00241 -1.93010 1.80413 0.223 0.887 0.296 0.118
S 1.39259 0.06124 0.10900 -0.225 2.945 -2.373 0.581
O 2.42600 -0.72466 -0.65581 -0.525 -0.972 0.606 -0.516
O 0.02841 -0.05539 -0.50644 1.689 -0.756 1.127 -0.477
O 1.85246 1.46146 0.18868 -0.802 -2.088 0.515 -0.303

46
Properties=species:S:1:pos:R:3:forces:R:3:lowdin_charge:R:1 method="wB97M-V/def2-TZVPD" orbital_gap_ev=2.77 spin_multiplicity=1 total_charge=-4 energy_ev=-154323.4170
Pb 0.26743 0.17598 0.59014 -0.112 -0.320 0.080 1.701
N -0.97349 -4.60538 3.51758 -0.871 -0.285 -0.967 -0.711
O -0.61062 -3.62594 2.87629 0.502 1.959 -1.274 -0.036
O -1.94039 -5.26690 3.17788 -1.583 -0.617 -0.858 -0.026
O -0.34908 -4.92816 4.48396 2.049 -0.812 3.074 -0.012
C -0.22638 -5.88746 -3.29492 2.050 1.056 -0.824 -0.750
F -0.17014 -6.59403 -4.40584 -0.443 -0.789 -2.032 0.105
F -1.29490 -6.16797 -2.66534 -3.317 -0.191 1.190 0.176
F 0.73491 -6.44441 -2.55233 1.492 0.724 0.783 0.110
S -0.12553 -4.03587 -3.75647 0.531 1.849 0.090 0.486
O -1.24964 -3.77949 -4.66030 0.354 -0.958 0.962 -0.360
O -0.24243 -3.41238 -2.42238 0.184 -0.683 -1.189 -0.384
O 1.15456 -3.82015 -4.44652 -0.791 -0.886 1.018 -0.370
C -5.99333 1.76180 -1.20268 -0.061 -2.365 -1.070 -0.642
F -5.75139 2.94453 -0.72547 0.368 1.272 0.539 0.144
F -7.27583 1.71333 -1.60562 -0.646 0.079 0.608 0.080
F -5.33089 1.62401 -2.40573 0.350 0.085 1.240 0.065
S -5.58610 0.30512 0.04010 -2.428 -1.952 0.738 0.488
O -6.49017 0.40177 1.24291 1.716 0.749 -2.690 -0.389
O -5.87882 -0.87171 -0.78822 -0.015 1.394 0.438 -0.364
O -4.18418 0.47558 0.30689 0.867 0.808 0.201 -0.369
C -1.93306 4.68290 3.74978 0.499 -0.346 0.309 -0.632
F -3.12767 4.14243 3.46678 0.101 0.533 0.525 0.115
F -1.25514 4.70694 2.60545 -0.010 0.571 -0.351 0.104
F -2.08694 5.97872 4.21305 -0.087 -1.749 -0.654 0.074
S -0.86356 3.66660 4.93506 4.166 0.362 1.622 0.537
O -1.58581 3.72516 6.22473 0.103 -0.899 -2.059 -0.375
O -0.42168 2.35247 4.33273 -2.595 1.847 0.626 -0.406
O 0.36993 4.50983 4.97311 -2.095 -0.434 -0.239 -0.398
C 5.95329 -3.60470 0.70494 1.103 2.629 0.510 -0.729
F 4.81926 -4.10465 0.33972 -1.301 -0.837 0.035 0.171
F 6.48865 -4.23652 1.73884 -0.677 -0.452 1.538 0.117
F 6.83450 -3.82069 -0.23013 1.249 -0.083 -2.372 0.123
S 5.77765 -1.68000 1.01544 0.359 3.109 0.679 0.537
O 4.33579 -1.53606 1.16096 -0.522 -0.408 -0.744 -0.403
O 6.39125 -1.41547 2.35075 0.323 -0.946 -2.356 -0.398
O 6.32673 -0.87621 -0.15850 -0.732 -2.850 2.722 -0.400
N 1.34358 3.35745 -1.86055 3.378 3.149 1.378 -0.278
S 2.56253 4.60723 -1.83726 0.595 0.703 4.875 0.543
O 2.12337 5.94264 -1.45934 0.370 -1.856 -0.837 -0.303
O 3.59859 4.43129 -2.78747 0.084 0.151 -0.489 -0.270
F 3.23224 4.11837 -0.45661 -0.267 -0.206 -0.447 -0.219
S 0.91647 3.80943 -3.26753 -2.280 -2.760 -5.580 0.359
O 1.66734 3.19610 -4.36985 -0.935 1.346 1.485 -0.317
O 0.42589 5.14587 -3.43944 0.436 -0.049 -0.015 -0.292
F -0.37694 2.93850 -3.24872 -1.459 -0.642 -0.214 -0.198